[1]
Here is a molecular structure, C40H51AlN6O3P4S2 from OMol25. Energies are from wB97M-V/def2-TZVPD.

Geometry (Å):
Al -0.2022 -0.2298 -0.2616
C 2.4377 0.9011 3.1531
N 1.5296 0.7061 2.0090
P -0.1059 0.3346 2.1535
C -0.2415 -0.8576 3.4927
C 0.5485 -2.0082 3.4176
C 0.4910 -2.9532 4.4261
C -0.3643 -2.7617 5.5061
C -1.1575 -1.6267 5.5790
C -1.0992 -0.6692 4.5743
C -0.9945 1.8079 2.6968
C -0.3230 2.8712 3.2986
C -1.0311 3.9772 3.7448
C -2.4114 4.0249 3.6055
C -3.0874 2.9676 3.0120
C -2.3810 1.8654 2.5536
P 2.0961 0.5009 0.4112
C 3.5354 -0.5620 0.5702
C 4.8350 -0.0707 0.6823
C 5.8831 -0.9467 0.9254
C 5.6382 -2.3064 1.0614
C 4.3452 -2.8021 0.9417
C 3.2956 -1.9339 0.6904
C 2.6815 2.1006 -0.1739
C 3.4495 2.1459 -1.3390
C 3.8683 3.3651 -1.8473
C 3.5189 4.5442 -1.1992
C 2.7387 4.5036 -0.0529
C 2.3125 3.2838 0.4570
H 1.8680 0.9273 4.0801
H 2.9886 1.8364 3.0478
H 3.1497 0.0770 3.2101
H 1.2206 -2.1565 2.5792
H 1.1128 -3.8367 4.3752
H -0.4081 -3.5006 6.2950
H -1.8162 -1.4779 6.4239
H -1.7094 0.2218 4.6466
H 0.7498 2.8432 3.4316
H -0.5040 4.7990 4.2106
H -2.9600 4.8860 3.9627
H -4.1637 3.0005 2.9059
H -2.9205 1.0513 2.0841
H 5.0321 0.9898 0.5872
H 6.8916 -0.5662 1.0142
H 6.4588 -2.9835 1.2580
H 4.1612 -3.8647 1.0320
H 2.2902 -2.3202 0.5586
H 3.7387 1.2290 -1.8413
H 4.4786 3.3966 -2.7402
H 3.8579 5.4949 -1.5889
H 2.4680 5.4218 0.4514
H 1.6906 3.2569 1.3427
C -0.0372 2.1606 -4.8397
N -0.2082 2.5220 -3.4284
C 0.1524 3.9035 -3.1012
P -1.2250 1.6988 -2.4608
O -0.5351 1.3121 -1.1047
O -1.7784 -0.7761 -4.4211
P -0.0441 -2.7117 -2.1833
O 0.2900 -1.7928 -0.9048
N 1.3036 -2.9348 -3.1097
C 2.5557 -3.3863 -2.4993
C 1.5016 -2.0815 -4.2765
N -0.2243 -4.1959 -1.4234
C -0.2416 -5.4063 -2.2517
C -1.2090 -4.2626 -0.3452
N -2.4669 2.6877 -2.0351
C -3.3451 3.0983 -3.1385
C -3.1453 2.5667 -0.7489
H 1.0236 2.1574 -5.0926
H -0.5447 2.8812 -5.4853
H -0.4491 1.1751 -5.0483
H 1.1689 4.0878 -3.4489
H 0.1294 4.0599 -2.0240
H -0.5244 4.6127 -3.5835
H 2.3476 -4.0428 -1.6570
H 3.1534 -2.5389 -2.1485
H 3.1382 -3.9394 -3.2370
H 0.5671 -1.9452 -4.8205
H 2.2032 -2.5694 -4.9529
H 1.9181 -1.1016 -4.0090
H 0.3338 -5.2563 -3.1610
H -1.2636 -5.6872 -2.5224
H 0.2040 -6.2286 -1.6905
H -1.1726 -3.3617 0.2623
H -0.9756 -5.1108 0.2997
H -2.2277 -4.4001 -0.7293
H -2.7887 3.1313 -4.0758
H -3.7322 4.0970 -2.9394
H -4.1853 2.4097 -3.2576
H -2.4245 2.3472 0.0302
H -3.9251 1.7951 -0.7615
H -3.6179 3.5223 -0.5182
S -1.1174 -0.5256 -3.1342
C -2.3861 -0.8417 -1.8790
N -2.1722 -0.8156 -0.5946
C -3.3136 -1.2281 0.0935
C -3.4241 -1.4370 1.4715
C -4.6362 -1.8596 1.9680
C -5.7308 -2.0880 1.1179
C -5.6221 -1.9244 -0.2446
C -4.3927 -1.4982 -0.7518
S -3.9411 -1.2829 -2.4119
H -2.5700 -1.3079 2.1244
H -4.7462 -2.0334 3.0299
H -6.6705 -2.4184 1.5386
H -6.4571 -2.1325 -0.8995

Kohn-Sham gap: 6.8 eV
net charge: +2
LUMO: -0.19204 hartree
calculated total energy: -122807.80167 eV

=====

[2]
Here is a molecular structure, C40H51N6O6PSZr from OMol25. Energies are from wB97M-V/def2-TZVPD.

Geometry (Å):
Zr 1.0795 -0.2459 1.1615
O 0.2613 1.9695 4.8550
C 0.7048 1.2615 3.9568
N 0.8367 1.4802 2.6479
C 0.5716 2.7094 2.0226
C -0.1232 3.7951 2.5478
C -0.2532 4.9527 1.7899
C 0.2928 5.0388 0.5179
C 0.9857 3.9581 -0.0159
C 1.1300 2.8043 0.7329
N 1.8875 1.6665 0.3320
C 3.1953 1.8810 0.1007
O 3.7777 2.9292 -0.1397
C 4.0369 0.6330 0.2742
C 5.3572 0.6228 -0.1491
C 6.1081 -0.5216 0.0330
C 5.5161 -1.6223 0.6396
C 4.2016 -1.5232 1.0469
N 3.4713 -0.4166 0.8791
C 1.2259 -0.1217 4.3417
C 1.2351 -0.4895 5.6778
C 1.6764 -1.7512 6.0280
C 2.0703 -2.6261 5.0256
C 2.0208 -2.1890 3.7182
N 1.6387 -0.9556 3.3757
H -0.5309 3.7298 3.5449
H -0.7804 5.8012 2.2083
H 0.1947 5.9512 -0.0576
H 1.4474 4.0183 -0.9917
H 5.7467 1.5210 -0.6063
H 7.1389 -0.5629 -0.2935
H 6.0604 -2.5423 0.7989
H 3.7113 -2.3652 1.5166
H 0.8846 0.2363 6.3972
H 1.6984 -2.0584 7.0653
H 2.3956 -3.6328 5.2450
H 2.2702 -2.8640 2.9091
C -3.7773 6.3249 1.3337
C -4.1251 4.9391 0.8672
C -5.3162 4.3348 1.2527
C -5.6217 3.0389 0.8598
C -4.7294 2.3515 0.0556
C -3.5364 2.9390 -0.3503
C -3.2398 4.2242 0.0593
S -5.0624 0.6860 -0.4225
O -4.7971 0.5588 -1.8282
O -6.3264 0.3097 0.1385
N -3.9098 -0.2166 0.3102
C -3.8535 -0.2438 1.7719
C -2.8544 -1.3055 2.2032
C -1.4368 -1.0147 1.7777
O -1.1725 0.0632 1.1535
O -0.5071 -1.8120 2.0580
H -4.6725 6.9077 1.5486
H -3.1875 6.8560 0.5867
H -3.1819 6.2777 2.2476
H -6.0163 4.8828 1.8719
H -6.5448 2.5623 1.1599
H -2.8464 2.3973 -0.9858
H -2.3037 4.6772 -0.2413
H -3.0027 0.0019 -0.0922
H -4.8470 -0.4923 2.1405
H -3.5627 0.7306 2.1787
H -3.1283 -2.2848 1.8049
H -2.8433 -1.3974 3.2917
C -1.2457 0.1539 -2.1684
C -1.0183 -1.3257 -2.5278
C -2.0679 -2.1151 -1.7313
C -1.3115 -1.5253 -4.0193
P 0.6956 -1.8450 -1.9599
N 1.0026 -1.2257 -0.5389
C 0.7820 -3.7223 -1.8401
C 2.2532 -4.1385 -1.6963
C 0.0844 -4.1799 -0.5475
C 0.1834 -4.4777 -3.0322
C 1.9781 -1.2253 -3.1970
C 2.0215 -1.9542 -4.5438
C 1.7104 0.2702 -3.4350
C 3.3765 -1.2938 -2.5637
H -2.2868 0.3906 -2.4072
H -0.6120 0.8439 -2.7178
H -1.0820 0.3262 -1.1045
H -3.0441 -1.6567 -1.9020
H -1.8672 -2.0828 -0.6601
H -2.1369 -3.1554 -2.0416
H -2.3666 -1.2936 -4.1861
H -1.1441 -2.5497 -4.3526
H -0.7321 -0.8562 -4.6522
H 2.7660 -3.5479 -0.9348
H 2.8012 -4.0622 -2.6332
H 2.2810 -5.1866 -1.3886
H 0.4256 -3.6075 0.3143
H 0.3285 -5.2337 -0.3886
H -0.9968 -4.1010 -0.5938
H 0.6321 -4.1928 -3.9820
H -0.8939 -4.3470 -3.1110
H 0.3690 -5.5460 -2.8895
H 1.0663 -1.9610 -5.0634
H 2.3660 -2.9830 -4.4426
H 2.7405 -1.4374 -5.1861
H 0.8132 0.4500 -4.0214
H 2.5527 0.6800 -3.9979
H 1.6383 0.8171 -2.4924
H 3.8101 -2.2884 -2.5871
H 3.3489 -0.9482 -1.5351
H 4.0402 -0.6347 -3.1292

Kohn-Sham gap: 7.2 eV
LUMO: -0.01100 hartree
calculated total energy: -84945.40041 eV

=====

Which of these has the highest calculated total energy? C40H51N6O6PSZr

=====

Look up the calculated total energy of the second one. -84945.40041 eV

=====

Which value of Kohn-Sham gap does entry 1 give? 6.8 eV

=====

The lowest Kohn-Sham gap belongs to which entry? C40H51AlN6O3P4S2